# 1
{
  "formula": "C12H13N4O8",
  "method": "ωB97M-V/def2-TZVPD",
  "symbols": ["O", "N", "C", "C", "C", "N", "O", "O", "N", "C", "N", "C", "O", "H", "H", "H", "C", "C", "O", "O", "C", "C", "C", "O", "O", "C", "C", "H", "H", "H", "H", "H", "H", "H", "H", "H", "H"],
  "xyz": [[1.728, 0.695, -2.764], [0.828, 1.558, -2.864], [-0.449, 1.326, -2.244], [-0.656, 0.234, -1.400], [-1.955, 0.096, -0.976], [-2.591, -1.004, -0.417], [-2.154, -2.060, -0.009], [-3.979, -0.731, -0.407], [-4.224, 0.553, -0.946], [-3.002, 1.014, -1.331], [-2.763, 2.090, -2.081], [-1.515, 2.236, -2.520], [0.987, 2.632, -3.488], [0.121, -0.468, -1.101], [-1.320, 3.103, -3.154], [1.029, 0.446, 0.443], [0.787, -0.504, 0.905], [-0.190, -0.511, 1.944], [-0.398, -1.337, 2.817], [-0.934, 0.650, 1.882], [-1.727, 0.747, 3.068], [-2.383, 2.100, 3.135], [1.723, -1.580, 0.765], [1.813, -2.629, 1.380], [2.604, -1.266, -0.241], [3.589, -2.296, -0.360], [4.567, -1.900, -1.435], [-2.470, -0.061, 3.050], [-1.080, 0.608, 3.946], [-3.092, 2.103, 3.965], [-1.637, 2.877, 3.331], [-2.927, 2.347, 2.219], [4.105, -2.411, 0.604], [3.087, -3.241, -0.609], [5.208, -2.752, -1.671], [4.060, -1.577, -2.350], [5.210, -1.085, -1.087]],
  "homo_ev": -4.1,
  "e_lumo_ev": 0.92,
  "de_lowest_kj_mol": 0.0,
  "charge": -1
}

=====

# 2
{
  "formula": "C45H40Cl5N7O2RuS",
  "method": "ωB97M-V/def2-TZVPD",
  "symbols": ["Ru", "C", "C", "C", "C", "C", "C", "C", "C", "N", "C", "O", "C", "C", "C", "C", "C", "N", "C", "O", "N", "C", "C", "C", "C", "C", "C", "C", "C", "H", "H", "H", "H", "H", "H", "H", "H", "H", "H", "H", "H", "H", "H", "H", "H", "H", "H", "H", "H", "H", "S", "C", "C", "C", "C", "C", "C", "C", "C", "C", "N", "H", "H", "H", "H", "H", "H", "C", "C", "N", "C", "N", "C", "C", "C", "N", "C", "H", "H", "H", "H", "H", "H", "H", "H", "H", "H", "H", "H", "H", "Cl", "C", "C", "C", "Cl", "C", "Cl", "C", "Cl", "C", "Cl"],
  "xyz": [[-0.145, 0.207, -0.177], [0.547, -4.579, -0.744], [-0.004, -3.995, -2.018], [-0.608, -4.870, -2.912], [-1.217, -4.421, -4.071], [-1.243, -3.060, -4.312], [-0.641, -2.147, -3.451], [-0.770, -0.681, -3.794], [0.039, -2.607, -2.307], [0.630, -1.709, -1.391], [1.797, -2.023, -0.802], [2.736, -2.647, -1.299], [1.918, -1.610, 0.667], [3.026, -2.024, 1.352], [3.112, -1.761, 2.736], [2.067, -1.158, 3.356], [0.930, -0.726, 2.613], [0.889, -0.940, 1.247], [-0.158, -0.222, 3.401], [-0.207, -0.414, 4.626], [-1.134, 0.706, 2.764], [-2.542, 0.365, 2.721], [-2.973, -0.971, 2.883], [-2.095, -2.161, 3.209], [-4.330, -1.256, 2.762], [-5.271, -0.284, 2.493], [-4.834, 1.012, 2.315], [-3.489, 1.358, 2.407], [-3.174, 2.811, 2.134], [0.053, -5.527, -0.527], [0.392, -3.913, 0.109], [1.624, -4.749, -0.814], [-0.624, -5.928, -2.670], [-1.693, -5.116, -4.753], [-1.758, -2.677, -5.188], [0.003, -0.357, -4.498], [-0.709, -0.043, -2.917], [-1.738, -0.489, -4.260], [3.786, -2.559, 0.803], [3.990, -2.050, 3.301], [2.056, -0.977, 4.421], [-1.178, -2.192, 2.624], [-2.649, -3.074, 2.992], [-1.806, -2.157, 4.261], [-4.639, -2.290, 2.869], [-6.320, -0.535, 2.389], [-5.547, 1.791, 2.072], [-4.053, 3.282, 1.697], [-2.363, 2.941, 1.421], [-2.928, 3.362, 3.045], [-4.309, -1.092, -1.052], [-3.534, -2.471, -0.349], [-2.244, -2.206, -0.016], [-1.847, -0.871, -0.309], [-2.865, -0.155, -0.925], [-2.616, 1.128, -1.493], [-3.515, 1.975, -2.140], [-3.086, 3.144, -2.725], [-1.679, 3.473, -2.666], [-0.840, 2.637, -2.007], [-1.247, 1.483, -1.398], [-4.085, -3.390, -0.213], [-1.595, -2.955, 0.418], [-4.562, 1.686, -2.175], [-3.784, 3.804, -3.224], [-1.289, 4.367, -3.133], [0.223, 2.848, -1.946], [3.875, 0.971, -4.371], [2.993, -0.158, -3.887], [2.162, 0.380, -2.825], [2.779, 0.896, -1.726], [2.135, 0.930, -0.588], [2.872, 1.407, 0.583], [4.360, 1.132, 0.474], [4.854, 1.802, -0.786], [4.056, 1.357, -1.916], [4.734, 1.436, -3.207], [3.236, 1.782, -4.723], [4.517, 0.656, -5.194], [3.597, -0.999, -3.528], [2.344, -0.530, -4.675], [1.378, -0.208, -2.555], [2.469, 0.908, 1.464], [2.721, 2.482, 0.726], [4.529, 0.054, 0.409], [4.885, 1.521, 1.348], [5.897, 1.549, -0.993], [4.794, 2.893, -0.682], [5.642, 0.826, -3.149], [5.056, 2.470, -3.365], [-2.189, 1.401, 5.617], [-0.965, 2.231, 4.737], [-0.726, 1.947, 3.385], [0.066, 2.855, 2.682], [0.039, 2.795, 0.961], [0.760, 3.879, 3.311], [1.718, 4.986, 2.391], [0.651, 4.036, 4.686], [1.601, 5.214, 5.506], [-0.252, 3.242, 5.384], [-0.474, 3.513, 7.073]],
  "homo_ev": [-2.1, -4.9],
  "e_lumo_ev": [2.07, 1.67],
  "de_lowest_kj_mol": 135.4,
  "charge": -1,
  "s2": 8.805,
  "multiplicity": 6
}

=====

# 3
{
  "formula": "C39H39GeN4PReS",
  "method": "ωB97M-V/def2-TZVPD",
  "symbols": ["Re", "N", "P", "C", "C", "C", "C", "C", "C", "C", "C", "C", "C", "C", "C", "C", "C", "C", "C", "C", "N", "H", "H", "H", "H", "H", "H", "H", "H", "H", "H", "H", "H", "H", "H", "H", "S", "C", "N", "C", "C", "C", "N", "H", "H", "H", "H", "H", "H", "H", "H", "Ge", "C", "C", "C", "C", "C", "C", "C", "C", "C", "C", "C", "C", "H", "H", "H", "H", "H", "H", "H", "H", "H", "H", "H", "C", "C", "C", "C", "C", "C", "H", "H", "H", "H", "H"],
  "xyz": [[0.083, -0.515, 0.512], [2.406, -2.256, 1.811], [2.218, -1.627, 0.235], [3.448, -0.310, 0.112], [4.782, -0.614, -0.145], [5.717, 0.405, -0.122], [5.329, 1.708, 0.154], [3.998, 2.005, 0.416], [3.058, 0.996, 0.402], [2.539, -2.955, -0.919], [2.570, -2.611, -2.278], [2.763, -3.597, -3.228], [2.942, -4.917, -2.826], [2.925, -5.251, -1.477], [2.692, -4.282, -0.516], [1.756, -1.620, 2.835], [2.093, -1.766, 4.186], [1.372, -1.079, 5.141], [0.310, -0.258, 4.746], [0.026, -0.166, 3.408], [0.718, -0.832, 2.459], [3.160, -2.893, 2.053], [5.078, -1.630, -0.363], [6.756, 0.184, -0.302], [6.070, 2.491, 0.179], [3.707, 3.016, 0.647], [2.002, 1.211, 0.609], [2.455, -1.574, -2.563], [2.780, -3.348, -4.277], [3.096, -5.685, -3.572], [3.105, -6.272, -1.175], [2.648, -4.555, 0.529], [2.909, -2.407, 4.477], [1.613, -1.178, 6.189], [-0.278, 0.285, 5.470], [-0.799, 0.451, 3.055], [-1.237, 0.725, -1.114], [-2.934, 0.395, -0.671], [-3.726, 1.386, -0.328], [-5.148, 1.190, -0.049], [-5.385, -0.224, 0.460], [-4.746, -1.221, -0.496], [-3.353, -0.848, -0.733], [-3.430, 2.354, -0.438], [-5.708, 1.376, -0.971], [-5.454, 1.929, 0.695], [-6.456, -0.409, 0.528], [-4.962, -0.337, 1.461], [-5.276, -1.236, -1.453], [-4.762, -2.225, -0.076], [-2.713, -1.584, -1.016], [-0.813, 3.107, -0.640], [-2.396, 4.135, -1.279], [-2.514, 4.458, -2.622], [-3.556, 5.278, -3.031], [-4.446, 5.779, -2.095], [-4.338, 5.440, -0.757], [-3.298, 4.624, -0.336], [0.955, 3.531, -1.435], [1.477, 4.764, -1.053], [2.673, 5.190, -1.606], [3.311, 4.412, -2.560], [2.789, 3.182, -2.932], [1.595, 2.741, -2.382], [-0.866, 2.956, 0.912], [-1.806, 4.086, -3.349], [-3.647, 5.539, -4.075], [-5.219, 6.473, -2.406], [-5.043, 5.819, -0.029], [-3.185, 4.396, 0.719], [0.954, 5.386, -0.335], [3.079, 6.144, -1.307], [4.199, 4.790, -3.049], [3.289, 2.576, -3.671], [1.169, 1.791, -2.686], [-1.670, -4.992, -0.383], [-1.266, -4.155, -1.419], [-0.727, -2.912, -1.137], [-0.628, -2.468, 0.189], [-1.036, -3.316, 1.222], [-1.552, -4.570, 0.935], [-2.062, -5.973, -0.607], [-1.362, -4.467, -2.447], [-0.360, -2.297, -1.953], [-0.944, -3.006, 2.254], [-1.852, -5.226, 1.739]],
  "homo_ev": [-18.6, -18.6],
  "e_lumo_ev": [-12.93, -13.57],
  "de_lowest_kj_mol": 67.6,
  "charge": 4,
  "s2": 3.806,
  "multiplicity": 4
}

=====

# 4
{
  "formula": "C2H5NO3",
  "method": "ωB97M-V/def2-TZVPD",
  "symbols": ["C", "C", "N", "O", "O", "O", "H", "H", "H", "H", "H"],
  "xyz": [[-0.214, 1.882, -0.104], [0.134, 0.717, 0.316], [1.289, -0.035, -0.158], [1.388, -0.082, -1.332], [2.020, -0.555, 0.626], [-1.088, -1.949, -0.156], [-1.100, 2.396, 0.230], [-2.036, -2.295, -0.037], [0.426, 2.307, -0.856], [-0.332, 0.211, 1.199], [-0.487, -2.598, 0.273]],
  "homo_ev": -10.6,
  "e_lumo_ev": 0.29,
  "de_lowest_kj_mol": 441.0,
  "smiles": "C=C[N+](=O)[O-].O"
}

=====

# 5
{
  "formula": "C4H14F6MnN5O9S2",
  "method": "ωB97M-V/def2-TZVPD",
  "symbols": ["Mn", "C", "F", "F", "F", "S", "O", "O", "N", "S", "O", "O", "C", "F", "F", "F", "O", "H", "H", "O", "H", "H", "O", "H", "H", "C", "O", "N", "N", "H", "H", "H", "H", "C", "O", "N", "N", "H", "H", "H", "H"],
  "xyz": [[-0.042, 0.349, -0.228], [3.039, -0.516, 2.528], [2.462, -1.720, 2.239], [3.577, -0.691, 3.698], [3.890, -0.187, 1.643], [1.508, 0.695, 2.747], [1.190, 0.764, 4.163], [1.885, 2.022, 2.211], [0.341, -0.009, 1.640], [-0.576, -0.955, 2.625], [-1.416, -1.718, 1.722], [0.061, -1.659, 3.700], [-1.831, 0.315, 3.504], [-1.685, 0.244, 4.786], [-1.558, 1.603, 3.067], [-3.091, 0.078, 3.170], [1.893, 0.393, -1.002], [2.241, 0.889, -1.743], [2.610, -0.185, -0.741], [0.120, 2.482, 0.271], [0.596, 2.385, 1.096], [0.014, 3.428, 0.166], [-2.243, 0.738, 0.175], [-2.432, 1.676, 0.219], [-3.104, 0.320, 0.195], [-0.281, -2.796, -1.410], [-0.150, -1.722, -0.886], [-0.033, -3.054, -2.660], [-0.635, -3.901, -0.839], [0.294, -3.993, -2.837], [0.070, -2.331, -3.358], [-0.702, -4.792, -1.309], [-1.055, -3.842, 0.078], [-0.567, 1.690, -3.142], [-0.557, 1.262, -2.011], [-1.686, 2.190, -3.604], [0.403, 1.783, -3.986], [-1.650, 2.809, -4.401], [-2.472, 2.051, -2.985], [0.234, 2.228, -4.877], [1.339, 1.679, -3.622]],
  "homo_ev": [-15.9, -16.3],
  "e_lumo_ev": [-5.50, -12.63],
  "charge": 2,
  "s2": 12.013,
  "multiplicity": 7
}

=====

# 6
{
  "formula": "C5H10NP",
  "method": "ωB97M-V/def2-TZVPD",
  "symbols": ["C", "C", "C", "C", "C", "N", "P", "H", "H", "H", "H", "H", "H", "H", "H", "H", "H"],
  "xyz": [[0.008, -0.075, -0.652], [1.097, 0.340, 0.301], [0.902, 1.681, 0.968], [-2.250, -1.117, -0.897], [2.196, -0.412, 0.485], [-1.101, -0.875, -0.013], [-1.071, -1.399, 1.521], [-0.536, 0.823, -1.021], [0.272, -0.584, -1.626], [0.330, 1.566, 1.875], [1.895, 2.141, 1.137], [0.404, 2.423, 0.354], [-3.090, -1.263, -0.363], [-2.165, -1.948, -1.536], [-2.181, -0.263, -1.522], [2.478, -1.234, -0.127], [2.813, 0.196, 1.115]],
  "homo_ev": [-6.3, -9.6],
  "e_lumo_ev": [0.88, -0.21],
  "de_lowest_kj_mol": 0.0,
  "s2": 2.004,
  "multiplicity": 3
}